ORCA calculation (ωB97M-V/def2-TZVPD) on the molecule C6H9N.

Last columns: bonded neighbours and bond lengths (Å).
Geometry (Å):
1 C 2.940 0.208 -0.504  C2 1.888, C4 1.465, N7 1.299, H8 1.080
2 C 1.201 0.302 0.225  C1 1.888, C3 1.787, C4 1.531, N7 1.418
3 C -0.565 0.305 -0.048  C2 1.787, C5 1.467, C6 1.505
4 C 2.187 -0.867 0.147  C1 1.465, C2 1.531, H9 1.085, H10 1.096
5 C -1.192 1.630 -0.007  C3 1.467, H11 1.005, H12 1.204, H13 1.164
6 C -1.361 -0.888 0.408  C3 1.505, H14 1.064, H15 1.194, H16 1.070
7 N 2.108 1.199 -0.395  C1 1.299, C2 1.418
8 H 4.006 0.343 -0.612  C1 1.080
9 H 2.057 -1.874 -0.235  C4 1.085
10 H 2.523 -0.915 1.189  C4 1.096
11 H -0.528 2.368 0.147  C5 1.005
12 H -1.568 1.995 -1.091  C5 1.204
13 H -2.086 1.570 0.736  C5 1.164
14 H -0.736 -1.730 0.592  C6 1.064
15 H -2.172 -0.596 1.234  C6 1.194
16 H -2.008 -1.257 -0.360  C6 1.070

Summary:
HOMO-LUMO gap (alpha / beta) = 8.181 / 7.830 eV
net charge = 0
spin multiplicity = 1
molar mass = 95.145 g mol⁻¹
relative energy (zero: lowest compared OMol25 entry of this formula, charge and spin) = 141.4 kcal/mol
electronic energy = -7852.027 eV